Entry 1:
A structure of composition C30H41BDyIN10S3, computed with wB97M-V/def2-TZVPD.

Calculated values
Gap between HOMO and LUMO (spin up / spin down) (eV): 7.705 / 7.669
⟨S²⟩: 9.3421
Total charge: +2
Spin multiplicity: 6
Energy (Ha): -4117.2181
Relative energy (zero: lowest compared OMol25 entry of this formula, charge and spin) (kJ/mol): 134.1
Highest occupied orbital energy (spin up / spin down) (eV): -13.45 / -13.42

```
87
C30H41BDyIN10S3, DFT wB97M-V/def2-TZVPD
Dy 0.049 -0.423 0.837
C 4.899 -0.988 0.177
C 5.185 0.390 -0.408
C 5.752 1.273 0.706
C 6.170 0.252 -1.566
N 3.956 1.095 -0.945
C 4.076 2.420 -1.331
C 2.874 2.829 -1.764
N 1.999 1.767 -1.651
B 0.494 2.087 -1.945
N -0.065 3.062 -0.883
C -0.908 4.079 -1.277
C -1.296 4.748 -0.177
N -0.690 4.141 0.910
C 0.050 3.109 0.459
S 1.019 2.046 1.443
C -0.883 4.591 2.341
C 0.467 5.005 2.917
C -1.537 3.465 3.138
C -1.817 5.800 2.352
N -0.352 0.778 -2.145
C -0.076 0.013 -3.251
C -0.909 -1.044 -3.248
N -1.723 -0.930 -2.136
C -1.395 0.225 -1.482
S -2.123 0.900 -0.059
C -2.759 -1.974 -1.766
C -2.997 -2.836 -3.007
C -2.652 -4.267 -0.386
C -4.074 -1.297 -1.373
C 2.676 0.717 -1.151
S 2.011 -0.887 -0.933
H 5.843 -1.359 0.575
H 4.550 -1.693 -0.576
H 4.186 -0.935 1.001
H 6.572 0.745 1.191
H 4.989 1.490 1.456
H 6.151 2.215 0.334
H 7.086 -0.214 -1.205
H 6.434 1.220 -1.991
H 5.754 -0.372 -2.358
H 5.008 2.952 -1.282
H 2.561 3.783 -2.149
H 0.457 2.664 -2.997
H -1.152 4.244 -2.312
H -1.932 5.606 -0.088
H 1.173 4.178 2.952
H 0.317 5.366 3.935
H 0.899 5.817 2.331
H -0.862 2.625 3.286
H -2.443 3.120 2.635
H -1.819 3.851 4.117
H -1.404 6.646 1.802
H -1.934 6.113 3.388
H -2.808 5.561 1.966
H 0.704 0.275 -3.944
H -0.981 -1.851 -3.951
H -2.130 -3.440 -3.279
H -3.273 -2.208 -3.854
H -3.831 -3.507 -2.826
H -2.517 -4.867 -1.286
H -4.092 -5.548 0.470
H -1.977 -4.700 0.359
H -4.255 -0.441 -2.022
H -4.087 -0.940 -0.349
H -4.895 -1.995 -1.521
I 0.255 -6.722 2.711
C 0.914 -4.879 2.086
C 2.047 -4.579 1.355
N 2.049 -3.254 1.164
N 0.980 -2.656 1.728
C 0.293 -3.650 2.298
H 2.831 -5.211 0.972
H 2.715 -2.692 0.650
H -0.605 -3.456 2.861
N -5.913 -4.418 -1.736
C -5.109 -4.452 -0.918
C -4.075 -4.504 0.131
C -4.514 -3.693 1.314
C -3.868 -2.695 1.913
C -2.602 -2.047 1.562
N -1.846 -2.078 0.540
C -2.100 -2.863 -0.663
H -5.463 -3.997 1.743
H -4.330 -2.273 2.798
H -2.269 -1.360 2.352
H -1.103 -3.072 -1.069
```

Entry 2:
A structure of composition C40H33N5O3RuS in a non-equilibrium geometry, computed with wB97M-V/def2-TZVPD.

Calculated values
Gap between HOMO and LUMO (spin up / spin down) (eV): 7.539 / 7.256
⟨S²⟩: 0.7544
Total charge: +1
Spin multiplicity: 2
Energy (Ha): -2536.5696
Relative energy (zero: lowest compared OMol25 entry of this formula, charge and spin) (kJ/mol): 0.0
Highest occupied orbital energy (spin up / spin down) (eV): -10.73 / -10.87

```
83
C40H33N5O3RuS, DFT wB97M-V/def2-TZVPD
Ru -0.062 -0.200 -0.547
C 3.848 0.097 -2.170
C 4.707 0.180 -1.075
C 4.173 0.261 0.188
C 2.783 0.242 0.370
N 1.968 0.126 -0.694
C 2.496 0.069 -1.932
N 2.345 0.390 1.670
C 1.124 0.445 2.049
N -0.041 0.389 1.296
C -1.144 0.390 2.140
N -2.384 0.264 1.854
C -2.898 0.035 0.590
C -4.291 0.128 0.480
C -4.904 -0.051 -0.737
C -4.119 -0.338 -1.850
C -2.761 -0.445 -1.678
N -2.150 -0.264 -0.490
C -0.650 0.572 3.517
C -1.331 0.683 4.715
C -0.567 0.841 5.865
C 0.827 0.875 5.808
C 1.501 0.754 4.600
C 0.733 0.607 3.461
H 4.219 0.046 -3.182
H 5.779 0.185 -1.217
H 4.788 0.341 1.072
H 1.784 -0.012 -2.743
H -4.846 0.345 1.380
H -5.980 0.023 -0.825
H -4.551 -0.488 -2.828
H -2.109 -0.705 -2.501
H -2.411 0.646 4.746
H -1.059 0.934 6.824
H 1.389 0.994 6.725
H 2.581 0.768 4.543
O -0.238 1.803 -1.163
S -0.989 2.748 -0.210
C 0.292 3.518 0.759
C -0.075 4.122 1.953
C 0.909 4.714 2.730
C 2.234 4.679 2.315
C 2.584 4.055 1.125
C 1.609 3.467 0.333
C -1.486 4.097 -1.256
C -0.944 4.235 -2.523
C -1.354 5.304 -3.304
C -2.286 6.210 -2.815
C -2.824 6.050 -1.545
C -2.431 4.980 -0.756
H -1.108 4.118 2.280
H 0.643 5.189 3.664
H 2.999 5.136 2.928
H 3.619 4.024 0.812
H 1.861 2.970 -0.594
H -0.222 3.516 -2.886
H -0.944 5.431 -4.297
H -2.600 7.043 -3.429
H -3.558 6.752 -1.172
H -2.857 4.837 0.230
C 0.382 -8.312 -1.832
C 0.385 -6.822 -1.643
C 0.816 -5.972 -2.652
C 0.800 -4.591 -2.505
C 1.317 -3.738 -3.635
C 0.359 -4.055 -1.288
C -0.076 -4.891 -0.244
C -0.593 -4.366 1.072
C -0.064 -6.262 -0.452
C 0.347 -2.596 -1.077
O 0.701 -2.075 0.026
O -0.076 -1.774 -1.964
H 0.938 -8.601 -2.722
H -0.639 -8.682 -1.937
H 0.823 -8.816 -0.971
H 1.173 -6.394 -3.584
H 1.438 -4.342 -4.532
H 2.295 -3.319 -3.384
H 0.651 -2.909 -3.859
H 0.207 -3.934 1.670
H -1.051 -5.176 1.637
H -1.343 -3.586 0.928
H -0.413 -6.914 0.340
```

Number 2 is which compound?
C40H33N5O3RuS

Number 2 is which compound?
C40H33N5O3RuS

Among the records above, which one has the lowest total charge?
C40H33N5O3RuS

The highest relative energy (zero: lowest compared OMol25 entry of this formula, charge and spin) belongs to which entry?
C30H41BDyIN10S3